1.
Entry from the Open Molecules 2025 dataset: C69H47Cl4IrN4OS2Sb as an isolated structure at a distorted geometry (ωB97M-V/def2-TZVPD).

Geometry (Å):
Ir -0.0273 0.1093 0.7823
Sb 1.2821 -0.5973 -2.9983
Cl -7.8862 -1.5947 -4.1251
Cl -1.1234 9.2994 -0.9991
Cl -0.3540 -8.5588 4.5262
Cl 7.2867 1.7473 6.5235
S -1.8417 1.1758 2.3885
S 1.6686 -0.4610 -0.7126
O -3.1490 1.2547 1.7110
N -1.1656 1.1851 -0.5193
N 1.0302 1.7897 1.2566
N 1.0811 -0.9643 2.1204
N -1.1428 -1.5571 0.3930
C 1.5282 1.2531 -3.9566
C -0.3195 -6.9881 3.7967
C -0.8682 -0.2104 4.5567
C -1.0646 -2.7573 1.0465
C -5.1578 -0.1134 -1.6213
C -1.8990 6.8294 -0.2317
C 1.9404 -2.6786 3.3628
C 1.8613 1.2114 -5.3090
C -0.0583 -5.6114 1.8588
C -2.2637 -0.8047 -5.4367
C -2.7376 -0.5744 -1.2105
C 5.9640 1.5005 5.4324
C 2.6688 0.7882 2.8043
C 2.2075 -0.5291 2.7648
C -2.2500 -1.5540 5.9906
C 2.7470 -1.6128 3.5474
C -3.3655 -1.2431 5.2266
C -0.2231 -4.4637 2.6317
C 3.0296 -2.8091 -4.3035
C -1.5922 2.7039 3.2837
C 0.8870 -2.2695 2.4709
C -0.8647 7.6106 -0.7214
C -0.1053 -6.8715 2.4327
C -1.0935 2.5360 -0.7219
C -2.7732 1.8004 -2.0216
C 0.3739 7.0530 -0.9955
C -0.5030 -5.8631 4.5839
C 3.0173 -1.6191 -3.5848
C -2.2176 -1.6217 -0.4472
C -6.3961 -1.2973 -3.2908
C -3.2448 -0.4082 4.1235
C -0.2490 3.4286 -0.0625
C -2.1427 -3.6051 0.6045
C 1.6275 3.9764 1.5299
C -2.0798 2.9124 -1.7058
C 5.4207 -1.6161 -3.5261
C 4.2427 -3.4005 -4.6286
C 2.4645 3.2373 2.2892
C -2.8456 -2.9128 -0.3132
C -2.2221 0.7155 -1.2490
C 3.8293 1.0711 3.7012
C -1.5344 -3.0860 -5.2112
C -0.4478 -4.6088 3.9983
C 2.0744 1.8606 2.1398
C -1.6913 5.4737 -0.0325
C 1.7984 3.6095 -5.3785
C -4.0802 -1.7867 -2.9538
C 0.5698 5.6977 -0.7850
C -0.5424 -2.6867 -4.3273
C 6.1566 0.7582 4.2789
C 4.7240 2.0438 5.7270
C -0.4578 4.8854 -0.3107
C -0.1377 -3.1046 2.0244
C -0.3942 -1.3334 -4.0294
C 0.7434 3.0617 0.8526
C -6.3516 -0.3440 -2.2855
C 1.4716 3.6470 -4.0315
C -1.9960 0.0959 3.8058
C -4.0070 -0.8281 -1.9503
C -5.2659 -2.0213 -3.6319
C -1.2560 -0.3897 -4.5772
C -2.3903 -2.1457 -5.7671
C 1.9982 2.3935 -6.0184
C 1.3384 2.4665 -3.3095
C -1.0027 -1.0355 5.6611
C 5.4338 -2.8054 -4.2416
C 5.0883 0.5458 3.4222
C 3.6651 1.8265 4.8596
C 4.2141 -1.0213 -3.1926
H -0.6680 2.6268 3.8566
H -0.6874 -5.9740 5.6436
H 0.1388 -5.5165 0.7983
H -2.3506 -4.5930 0.9761
H -1.1333 0.6640 -4.3611
H 2.0138 0.2620 -5.8112
H -2.3557 -2.2007 6.8521
H -3.7278 -3.2313 -0.8402
H -3.1622 -2.4602 -6.4570
H 4.5905 2.6244 6.6291
H 4.2099 -0.0947 -2.6294
H -4.3342 -1.6425 5.4954
H -5.1180 0.6172 -0.8222
H 1.9018 4.5322 -5.9342
H 1.5358 5.2595 -1.0021
H 3.2770 3.5954 2.8973
H -3.1939 -2.3481 -3.2168
H 6.3761 -3.2685 -4.5024
H -3.5918 1.7160 -2.7159
H -2.4568 2.8197 3.9341
H -2.4994 4.8627 0.3525
H 2.0507 -3.6616 3.7875
H 2.6912 2.2343 5.1012
H 5.2355 -0.0251 2.5136
H 0.0987 0.2004 4.2913
H -2.9380 -0.0731 -5.8627
H 7.1332 0.3519 4.0556
H -1.6374 -4.1338 -5.4626
H -0.6033 -3.7269 4.6053
H 1.3169 4.5991 -3.5436
H 6.3503 -1.1495 -3.2288
H 2.2601 2.3655 -7.0677
H 1.1758 7.6761 -1.3671
H -4.0946 -0.1545 3.5026
H 2.1112 -3.2746 -4.6298
H 0.1033 -3.4301 -3.8796
H 4.2545 -4.3273 -5.1865
H -0.1342 -1.2751 6.2615
H 3.6304 -1.5650 4.1597
H 1.6090 5.0484 1.4425
H 1.0940 2.4930 -2.2538
H -5.3134 -2.7568 -4.4237
H -1.5210 3.5139 2.5601
H 0.0306 -7.7597 1.8316
H -7.2437 0.2080 -2.0241
H -2.2208 3.9032 -2.1026
H -2.8557 7.2798 -0.0066

Output
LUMO energy in hartree: -0.124
Multiplicity: 1
Total charge: +1
Energy above the lowest of the compared OMol25 structures with the same formula, charge and spin in kcal/mol: 0.0

Mulliken population analysis, charges in e, atoms 1 to 6: -0.603, 2.530, -0.210, -0.200, -0.203, -0.200



2.
Entry from the Open Molecules 2025 dataset: C69H55FGeIrNO2P3 as an isolated structure at a distorted geometry (ωB97M-V/def2-TZVPD).

Geometry (Å):
Ir 0.3555 -0.1351 0.1499
Ge 0.5719 1.8031 -2.5919
P 2.3903 -0.6990 -1.1284
P 0.6754 2.1102 0.9190
P -2.0635 0.7632 -0.8982
F 0.3323 2.4399 -4.2263
O 2.4269 -1.9163 2.7168
O 1.2921 -2.1137 0.7547
N -1.1476 -1.3642 0.7474
C -4.9063 -4.1532 1.5962
C -2.1480 2.0787 4.5434
C 1.5232 -4.2404 -2.9409
C -1.0758 -2.6525 2.8067
C 2.0107 -4.0879 1.8555
C 2.5111 1.7003 -2.6053
C 3.5390 4.1448 3.0646
C -4.6341 -0.2554 -0.9953
C -3.3791 3.3595 -3.8006
C -4.9035 -0.4909 1.7627
C -2.1722 -1.4746 -2.6647
C 0.0793 3.4468 -0.1720
C -5.9340 -0.8899 0.9255
C -0.6311 -4.2649 4.5320
C -0.1877 4.6709 0.4508
C -2.8227 -3.0821 1.0614
C 4.5287 4.3305 2.1122
C -2.8231 2.1564 -1.7938
C 3.7141 -1.0979 0.0445
C -0.4786 4.4408 -2.2899
C 2.3263 -4.2196 -4.0728
C 4.6202 0.6323 -2.1501
C -4.2419 4.1028 -1.6816
C 1.9194 -2.5586 1.8241
C 4.3601 3.8162 0.8321
C 2.2159 2.9154 1.4714
C 5.2818 1.6416 -2.8322
C -0.4510 -1.6714 3.5690
C -0.4934 -1.8366 -4.3557
C -1.7224 2.6908 2.2587
C 5.3991 -2.5692 0.9233
C -3.5681 0.0758 -0.1554
C -0.0205 1.5674 3.5469
C -0.0461 3.3393 -1.5519
C 5.7389 -1.6167 1.8712
C -1.6340 -2.2921 1.4783
C -3.8382 -3.3578 1.9758
C 1.5258 -3.1687 -2.0634
C -0.0034 -3.2795 5.2869
C -1.1700 -3.9592 3.2960
C -2.5735 2.6515 3.3522
C -4.9677 -4.6671 0.3058
C 0.0700 -1.9793 4.8110
C 5.0727 -0.3987 1.9016
C 3.1353 -2.0361 -3.4614
C -5.8013 -0.7658 -0.4531
C -3.9688 -4.3731 -0.6122
C -0.6234 5.7561 -0.2872
C -0.3501 0.0870 -2.9113
C 4.5656 2.6999 -3.3780
C 4.3856 -2.3158 0.0089
C 3.2278 0.6590 -2.0268
C 4.0565 -0.1454 0.9978
C -0.4352 2.1627 2.3523
C -3.7146 -0.0195 1.2252
C 0.1480 -0.6673 -3.9685
C -1.5253 -0.3107 -2.2626
C -3.5932 3.0561 -1.0511
C -4.1263 4.2616 -3.0585
C 2.3494 -2.0675 -2.3109
C 2.3824 3.4427 2.7503
C -2.7151 2.3143 -3.1740
C 3.2145 3.1093 0.5133
C -1.6491 -2.2375 -3.7018
C 3.1848 2.7258 -3.2666
C -2.8934 -3.5825 -0.2365
C -0.8712 1.5417 4.6414
C -0.7854 5.6365 -1.6624
C 3.1274 -3.1147 -4.3335
H 4.1275 -3.0558 -0.7392
H -3.0834 -1.7856 -2.1736
H -2.0841 -3.3853 -0.9282
H -4.8419 4.7921 -1.1018
H -2.1569 -3.1450 -4.0048
H -6.8517 -1.2837 1.3437
H 5.1217 3.9707 0.0784
H -3.5719 3.0622 3.2702
H -0.8242 6.6966 0.2096
H -1.6454 -4.7329 2.7082
H 5.0837 3.4985 -3.8933
H -2.8141 2.0403 5.3958
H -3.7103 2.9152 0.0174
H -4.0235 -4.7681 -1.6186
H -5.7849 -5.3194 0.0252
H 3.7580 -1.1819 -3.6854
H 0.5426 -1.2057 5.4025
H -0.0463 4.7720 1.5204
H -4.5547 -0.0957 -2.0637
H 1.6169 3.3323 3.5030
H -2.9020 0.2773 1.8777
H -5.0263 -0.5462 2.8372
H 5.1873 -0.1842 -1.7225
H 2.2453 -4.4008 2.8677
H -2.0472 3.1444 1.3323
H 3.6555 4.5526 4.0603
H 5.4230 4.8855 2.3635
H 2.3279 -5.0589 -4.7564
H 1.0321 -0.3302 -4.4969
H 2.6181 3.5397 -3.7036
H 1.0745 -4.5322 1.5216
H 6.5223 -1.8243 2.5884
H 0.9699 1.1287 3.6148
H -4.6266 5.0844 -3.5525
H 2.8159 -4.3788 1.1786
H -3.7922 -2.9533 2.9786
H -5.6856 -4.3776 2.3125
H -0.5670 4.3553 -3.3647
H -0.0888 -2.4286 -5.1667
H -0.3921 -0.6754 3.1686
H 0.8906 -5.0968 -2.7438
H 3.7513 -3.0872 -5.2171
H -2.1437 1.6150 -3.7692
H 5.3449 0.3538 2.6306
H 3.5406 0.8045 1.0207
H -1.1237 6.4813 -2.2485
H -0.5425 1.0991 5.5729
H 0.8982 -3.1813 -1.1812
H -3.3074 3.4612 -4.8758
H 0.4431 -3.5272 6.2410
H -6.6141 -1.0502 -1.1086
H 6.3581 1.5990 -2.9366
H -0.6852 -5.2799 4.9032
H 5.9291 -3.5125 0.8879
H 3.0915 2.7203 -0.4898

Output
LUMO energy (alpha / beta) in hartree: -0.252 / -0.261
Multiplicity: 2
Total charge: +2
Energy above the lowest of the compared OMol25 structures with the same formula, charge and spin in kcal/mol: 42.9

Mulliken population analysis, charges in e, atoms 1 to 6: 1.696, 2.022, 1.970, 2.663, 1.821, -0.543



3.
Entry from the Open Molecules 2025 dataset: C69H56FGeN4O5P3STi as an isolated structure at a distorted geometry (ωB97M-V/def2-TZVPD).

Geometry (Å):
Ge -1.1551 1.7530 -1.7229
Ti 0.0444 0.2637 0.2183
S 0.2790 -2.5756 1.8640
P 1.7132 0.5476 -1.8269
P -1.6720 -1.5132 -0.9835
P -0.0122 2.8418 1.0894
F -3.1968 1.8965 -2.0145
O 1.3570 0.6374 1.5382
O 1.5177 0.1140 3.6868
O 1.5505 -3.5975 -0.3051
O 3.5353 -1.0554 1.0571
O 1.1113 -1.3638 -0.2329
N -1.5421 0.3143 1.4699
N -2.1791 -1.1309 5.9927
N 1.6726 -4.7112 2.6138
N -0.2227 -4.0888 3.8899
C 1.0407 -5.9882 4.5107
C -2.2787 -0.7168 4.9283
C -0.9270 3.0198 2.6705
C 2.6285 2.6163 -3.5389
C -0.8773 4.1215 0.1202
C -2.7969 0.6973 1.0936
C -0.4259 2.5039 3.8649
C -2.3965 5.9203 -1.3259
C 2.2261 3.9878 2.4938
C -5.6756 -1.7740 -0.0459
C -1.7044 0.2670 -3.1067
C -1.1805 2.5465 5.0248
C -3.7808 0.1267 3.2021
C 1.5586 2.0644 -2.8448
C -1.4896 -4.3469 -0.6150
C -1.2506 -3.2507 -1.4433
C -0.9302 -5.2101 5.8962
C 2.4388 3.7278 -4.3388
C 5.8370 0.3695 -1.9063
C -2.6172 -0.1894 -5.2814
C -1.5637 3.6984 -0.9997
C 1.1331 -1.3946 -5.4021
C 0.6310 -3.9411 2.8848
C 1.7081 -0.6956 -3.1709
C -2.4602 3.0753 5.0060
C -3.8983 0.6359 1.9194
C -2.9866 3.5476 3.8144
C 1.7036 -2.6355 -5.1750
C -1.1553 -5.6276 -1.0252
C -5.6448 -2.3605 1.2085
C 2.2795 -2.9074 -3.9441
C -4.4291 -2.6613 1.7999
C -2.3347 4.5948 -1.7187
C -3.2771 -1.8347 -0.1517
C -0.5851 -5.8401 -2.2689
C 1.8605 -5.7414 3.4253
C -1.9505 0.6558 -4.4138
C 3.3785 -0.4131 2.2969
C 2.2823 -1.9465 -2.9503
C 0.2805 2.6210 -2.9332
C -4.5003 -1.5101 -0.7287
C 3.0057 -2.3450 0.9957
C 3.4966 0.6622 -1.4306
C 4.5109 0.1512 -2.2350
C 3.4462 4.6456 2.4996
C 3.8386 1.4083 -0.3085
C 1.5746 3.7342 1.2936
C -3.0832 -1.4173 -4.8340
C -0.3175 -4.7566 -3.0899
C 4.0333 5.0465 1.3116
C 1.1758 4.2860 -4.4434
C -0.6295 -3.4745 -2.6756
C 1.9585 0.1247 2.5484
C -2.2335 3.5143 2.6547
C -2.4845 -0.2235 3.6203
C -2.8529 -1.8055 -3.5296
C 5.1636 1.6283 0.0170
C -3.2516 -2.3904 1.1292
C 6.1678 1.1050 -0.7803
C -1.6833 6.3542 -0.2170
C -1.4168 -0.0955 2.7465
C -2.1481 -0.9655 -2.6625
C -0.0134 -5.0929 4.7247
C -0.9305 5.4568 0.5149
C 1.1350 -0.4286 -4.4105
C 2.1774 4.1353 0.0983
C 1.5699 -2.4222 0.4125
C 0.1147 3.7383 -3.7435
C 3.3938 4.7896 0.1078
H 3.6292 -2.9066 0.2933
H 0.1351 -4.9059 -4.0590
H 2.7042 -6.3776 3.1823
H -0.4246 -0.3235 3.1178
H 3.6483 -1.0808 3.1267
H 5.4094 2.2127 0.8942
H -2.9206 1.0862 0.0936
H -0.4257 -4.8229 6.7826
H 3.9380 4.8415 3.4422
H 1.6854 3.9295 -0.8466
H -3.0540 3.0973 5.9082
H 0.6908 0.5358 -4.6075
H 3.6108 2.1753 -3.4566
H -0.3917 5.7757 1.3973
H -1.8276 -4.6199 5.7299
H -2.7904 0.1121 -6.3052
H 3.2712 4.1500 -4.8832
H 2.7330 -2.1619 -1.9937
H -6.5651 -2.5700 1.7333
H -2.6676 3.8749 1.7333
H -4.6218 0.0116 3.8654
H 1.2093 -6.8255 5.1668
H -2.3068 -2.5758 1.6245
H -4.5298 -1.0331 -1.6976
H -3.0052 6.6172 -1.8856
H 4.2746 -0.4241 -3.1183
H -3.2127 -2.7638 -3.1770
H 4.0635 0.4395 2.2811
H 0.6890 -1.1706 -6.3604
H 3.0425 -2.8624 1.9616
H -1.9419 -4.2165 0.3543
H 7.2044 1.2691 -0.5264
H 3.8452 5.0912 -0.8270
H -4.8546 0.9686 1.5495
H -0.7789 2.1336 5.9388
H -1.3467 -6.4649 -0.3684
H 1.0191 5.1516 -5.0693
H -0.4081 -2.6393 -3.3230
H 0.7749 -3.6170 -0.8869
H 0.5403 2.0244 3.8944
H 1.7071 -3.3826 -5.9555
H -0.3535 -6.8430 -2.5980
H 1.7849 3.6875 3.4304
H -2.9010 4.2366 -2.5639
H 2.7268 -3.8706 -3.7510
H -3.9983 3.9286 3.7795
H -1.1861 -6.2523 6.0801
H -6.6237 -1.5135 -0.4930
H 6.6159 -0.0301 -2.5411
H -0.8674 4.1825 -3.8192
H 3.0539 1.7931 0.3294
H -1.7249 7.3922 0.0806
H -1.6237 1.6306 -4.7480
H -3.6264 -2.0706 -5.5034
H -4.4000 -3.0934 2.7901
H 4.9828 5.5623 1.3233

Output
LUMO energy (alpha / beta) in hartree: -0.040 / -0.040
Multiplicity: 1

Mulliken population analysis, charges in e, atoms 1 to 6: 3.315, -2.058, 0.665, 3.226, 4.140, 3.760



Quick rundown of electronic energy, same order as above: -5933.50023 -6172.32700 -7706.78275 hartree